[1]
The following is a quantum chemistry calculation of H6O3Si2 in the gas phase, from OMol25.

Structure (XYZ):
```
11
H6O3Si2 (ωB97M-V/def2-TZVPD)
O 0.84420 1.19309 -1.37977
Si 0.47903 0.23797 -0.03914
O 1.61537 0.81258 0.94001
O 1.04889 -1.57004 0.07517
Si -1.74050 -0.05133 0.02655
H 1.55375 1.79001 -1.39433
H 1.96599 0.22976 1.64836
H 0.76211 -2.33184 -0.29257
H -2.58133 0.97357 -0.38348
H -2.07533 -0.06201 1.45083
H -1.87219 -1.22175 -0.65164
```

The relative energy (zero: lowest compared OMol25 entry of this formula, charge and spin) comes out at 64.3 kJ/mol. The calculation puts the HOMO-LUMO gap at 11.0 eV. As for the highest occupied orbital energy: -10.4 eV. As for the SMILES: O[Si](O)(O)[SiH3].

Löwdin population analysis, charges in e, atoms 1 to 4: O -0.16; Si 0.24; O -0.14; O -0.22


[2]
The following is a quantum chemistry calculation of a molecular structure, C45H99BeClN6O9, from OMol25.

Structure (XYZ):
```
161
C45H99BeClN6O9 (ωB97M-V/def2-TZVPD)
Be -3.79323 -2.22477 -0.35716
N -1.37401 -4.19972 3.97210
H -1.80909 -3.54804 4.60937
H -1.99593 -4.71371 3.36454
H -0.67568 -4.80239 4.38346
H -0.86252 -3.55064 3.39144
Cl -0.38010 -1.74427 0.64915
O -1.32249 -0.77441 0.39057
O -0.78211 -3.01545 0.11182
O 0.79354 -1.23921 0.13154
O -0.31731 -1.99036 2.09770
C 5.36413 4.67051 -3.21423
C 4.24375 4.97241 -2.17257
C 2.88746 4.97212 -2.98342
C 2.38502 3.56527 -3.44603
C 2.15907 2.71026 -2.12835
C 3.44817 2.61866 -1.19755
N 4.09921 3.94839 -1.02222
O 5.24039 3.92617 -0.32774
C 2.84371 2.20074 0.15493
C 4.32999 1.47322 -1.89371
C 4.36755 6.40008 -1.62642
H 5.42387 5.47192 -3.95062
H 5.40834 3.68426 -3.67624
H 6.31882 4.74682 -2.69380
H 2.07672 5.38279 -2.38163
H 2.98271 5.63958 -3.83989
H 3.06693 3.04001 -4.11476
H 1.53111 3.75401 -4.09666
H 1.86963 1.66851 -2.26643
H 1.29980 3.18792 -1.65760
H 3.61866 2.18387 0.92126
H 2.23251 3.01177 0.55087
H 2.35595 1.22614 0.13679
H 4.78798 1.73053 -2.84877
H 5.16650 1.14776 -1.27531
H 3.70822 0.58218 -1.98059
H 3.65036 6.45146 -0.80721
H 4.07239 7.20191 -2.30321
H 5.38662 6.61337 -1.30378
H 5.92166 3.73063 -0.97524
C 4.79900 -1.88323 2.73009
C 4.91781 -2.70858 1.38247
C 6.31565 -3.37036 1.17356
C 6.41710 -4.39219 0.06953
C 5.32323 -5.40138 0.31978
C 3.85169 -4.94448 0.52174
N 3.84519 -3.70749 1.45436
O 2.54503 -3.29741 1.70688
C 3.33955 -4.65996 -0.97726
C 3.09601 -6.09766 1.10677
C 4.63168 -1.79209 0.13176
H 5.67573 -1.23575 2.71553
H 4.71815 -2.41909 3.67583
H 3.90049 -1.27524 2.62464
H 6.98573 -2.56523 0.87213
H 6.57843 -3.73169 2.16779
H 7.40067 -4.84076 0.20902
H 6.49897 -4.05045 -0.96228
H 5.71892 -6.09789 1.05898
H 5.41171 -6.00464 -0.58374
H 3.21662 -5.57924 -1.54990
H 2.36255 -4.17666 -0.97605
H 4.07356 -3.99435 -1.43144
H 2.02071 -5.92257 1.14103
H 3.28681 -7.01090 0.54314
H 3.42268 -6.26775 2.13267
H 3.58402 -1.64214 -0.12908
H 4.98739 -2.25661 -0.78791
H 5.06396 -0.79199 0.16410
H 2.26073 -2.89071 0.88507
C -3.23084 2.21650 0.13286
C -4.79015 2.45660 -0.21976
C -4.87370 3.69675 -1.09031
C -6.21277 3.95668 -1.93843
C -6.54067 2.78970 -2.80240
C -6.64910 1.50934 -1.87048
N -5.43801 1.36025 -1.02918
O -5.37184 0.21493 -0.37589
C -7.92253 1.62459 -0.95505
C -6.83427 0.18382 -2.75929
C -5.50638 2.69862 1.07160
H -3.11076 1.32891 0.75405
H -2.81533 3.13649 0.54402
H -2.56923 1.91801 -0.68033
H -4.93383 4.59992 -0.48304
H -3.92619 3.80031 -1.61908
H -6.09423 4.91013 -2.45320
H -6.92049 4.23290 -1.15681
H -5.72783 2.57481 -3.49609
H -7.47936 2.85086 -3.35305
H -8.10099 0.70367 -0.39992
H -8.04520 2.44261 -0.24519
H -8.82876 1.68654 -1.55755
H -6.80296 -0.75605 -2.20813
H -7.69847 0.23913 -3.42125
H -5.95626 0.05829 -3.39288
H -4.82862 3.18534 1.77291
H -5.75355 1.74340 1.53480
H -6.47104 3.20422 1.11529
H -5.85185 0.49333 0.40749
C -0.14807 3.58756 3.84318
C -0.50132 2.15791 4.32062
C 0.26164 1.08186 3.51443
C 1.81649 1.11634 3.63476
C 2.08178 0.74137 5.10229
C 1.30303 1.65950 6.13981
N -0.09063 1.87415 5.68708
O -0.86810 2.61690 6.55232
C 1.21723 1.04233 7.55368
C 2.01845 3.04600 6.27133
C -2.00217 1.80233 4.13388
H -0.47140 4.35183 4.54989
H 0.89702 3.77418 3.59605
H -0.71893 3.79489 2.93806
H -0.04178 0.10805 3.89878
H -0.04550 1.26167 2.48417
H 2.03110 0.34818 2.89182
H 2.26826 2.04280 3.28024
H 3.16874 0.77854 5.17469
H 1.81393 -0.31512 5.08865
H 2.12709 0.58362 7.94079
H 0.62849 0.13045 7.45385
H 0.76346 1.72718 8.27003
H 1.59968 3.68554 7.04833
H 2.09992 3.63330 5.35670
H 2.99835 2.82811 6.69610
H -2.78093 2.38233 4.62911
H -2.28304 1.93274 3.08880
H -2.10141 0.79807 4.54584
H -1.68643 2.13318 6.68630
C -2.77206 -0.15230 -3.06896
C -2.55665 -1.56071 -3.67830
C -0.97967 -1.74924 -3.58257
C -0.51786 -3.19476 -3.88443
C -1.32385 -4.30829 -3.15094
C -2.87176 -4.06357 -3.15067
N -3.23819 -2.64748 -2.95475
O -4.63597 -2.53836 -2.92282
C -3.47156 -4.69554 -4.46300
C -3.29888 -4.95573 -1.95220
C -2.95322 -1.42490 -5.17297
H -2.39529 0.69883 -3.63617
H -2.57793 0.01553 -2.00960
H -3.84239 -0.05833 -3.25242
H -0.39999 -1.19539 -4.32102
H -0.60878 -1.58637 -2.57063
H 0.54714 -3.38702 -3.75439
H -0.64948 -3.33796 -4.95693
H -0.93093 -4.29881 -2.13426
H -1.09055 -5.35500 -3.34604
H -3.29397 -5.76055 -4.61242
H -4.55382 -4.57028 -4.49653
H -3.12751 -4.35632 -5.44007
H -4.33459 -4.71942 -1.70816
H -3.43619 -5.96886 -2.33011
H -2.72414 -4.89355 -1.02812
H -4.04043 -1.37330 -5.11462
H -2.63963 -2.31237 -5.72265
H -2.39458 -0.62598 -5.66057
H -4.93471 -2.49243 -3.83400
```

The relative energy (zero: lowest compared OMol25 entry of this formula, charge and spin) comes out at 0.0 kJ/mol. As for the spin multiplicity: 2. The calculation puts the HOMO-LUMO gap (spin up / spin down) at 6.0 / 4.0 eV. Its charge is +1. As for the highest occupied orbital energy (spin up / spin down): -9.3 / -9.3 eV.

Löwdin population analysis, charges in e, atoms 1 to 4: Be 0.88; N 0.35; H 0.16; H 0.16


Question: Which of these has the lowest relative energy (zero: lowest compared OMol25 entry of this formula, charge and spin)?
Answer: C45H99BeClN6O9


Repeat the first record exactly.
The following is a quantum chemistry calculation of H6O3Si2 in the gas phase, from OMol25.

Structure (XYZ):
```
11
H6O3Si2 (ωB97M-V/def2-TZVPD)
O 0.84420 1.19309 -1.37977
Si 0.47903 0.23797 -0.03914
O 1.61537 0.81258 0.94001
O 1.04889 -1.57004 0.07517
Si -1.74050 -0.05133 0.02655
H 1.55375 1.79001 -1.39433
H 1.96599 0.22976 1.64836
H 0.76211 -2.33184 -0.29257
H -2.58133 0.97357 -0.38348
H -2.07533 -0.06201 1.45083
H -1.87219 -1.22175 -0.65164
```

The relative energy (zero: lowest compared OMol25 entry of this formula, charge and spin) comes out at 64.3 kJ/mol. The calculation puts the HOMO-LUMO gap at 11.0 eV. As for the highest occupied orbital energy: -10.4 eV. As for the SMILES: O[Si](O)(O)[SiH3].

Löwdin population analysis, charges in e, atoms 1 to 4: O -0.16; Si 0.24; O -0.14; O -0.22


Question: Which value of relative energy (zero: lowest compared OMol25 entry of this formula, charge and spin) does entry 2 give?
Answer: 0.0 kJ/mol